(1)
C36H58Br2F3N5O3 | the ωB97M-V functional and the def2-TZVPD basis

XYZ file:
```
107
Properties=species:S:1:pos:R:3:mulliken_charge:R:1
N -3.7974 -4.8018 0.6976 -0.6071
C -2.3342 -5.1747 0.8214 -0.3726
C -1.8834 -6.1714 -0.3569 -0.4429
C -0.6160 -5.6788 -1.2172 -0.9368
C -0.6405 -4.0964 -1.5638 -0.0950
N 0.4367 -3.3053 -1.0244 -0.6128
C 0.3682 -1.9262 -1.4122 0.2910
C 1.5246 -0.9529 -0.9225 -0.6825
C 1.5512 0.6169 -1.2564 -0.8921
C 0.3932 1.1728 -2.1083 1.0067
C 0.3866 2.7317 -2.4725 -0.7906
C 0.9810 3.0428 -3.9570 -0.5454
C 0.0658 2.4295 -5.1422 0.0403
O -0.3349 3.5151 -6.0535 -0.5572
C -0.7528 0.2036 -2.5933 -0.4063
C -0.7898 -1.3694 -2.2830 0.1698
N -1.8865 -2.0963 -2.8426 -0.1581
C -1.7405 -3.4811 -2.4584 0.5877
C -2.8862 -4.4962 -3.0078 0.2753
C -3.4442 -3.9462 -4.4125 -1.1048
C -4.7816 -3.0708 -4.3107 -0.0009
F -4.8075 -2.1234 -3.2380 -0.2843
Br -6.2680 -4.3777 -3.9081 -0.0542
C -5.0608 -2.2564 -5.6944 0.6430
F -5.9648 -1.1528 -5.4987 -0.2214
F -3.8748 -1.8439 -6.3638 -0.2003
Br -5.9854 -3.5140 -6.9538 -0.1109
H -3.9222 -3.7817 0.7012 0.2671
H -4.2221 -5.2425 -0.1293 0.2518
H -2.2713 -5.7865 1.8064 0.2436
H -1.6504 -4.2699 0.9710 0.2632
H -2.7220 -6.4221 -1.1090 0.2458
H -1.5896 -7.1914 0.1115 0.3632
H 0.4025 -5.9040 -0.7163 0.3343
H -0.6213 -6.2243 -2.2226 0.3324
H 2.3701 -1.3955 -0.2891 0.3919
H 2.4332 1.2280 -0.8698 0.4322
H -0.6909 3.1061 -2.3860 0.0295
H 1.0010 3.2749 -1.6665 0.4250
H 0.9571 4.1932 -4.0977 0.3097
H 2.0783 2.7319 -4.0566 0.2959
H -0.9074 1.9782 -4.7486 0.0215
H 0.6878 1.6315 -5.6965 0.1826
H -1.2385 3.3222 -6.4098 0.3210
H -1.6027 0.6716 -3.2150 0.2158
H -2.4939 -5.5658 -3.1434 0.2013
H -3.7257 -4.5030 -2.2147 -0.0843
H -3.7192 -4.8810 -5.0414 0.5855
H -2.5746 -3.4424 -4.9545 0.4010
C 7.3112 0.7545 3.9542 -1.7828
C 5.9331 0.8062 3.2457 1.8205
C 4.8817 0.0651 4.1006 -1.2512
C 5.0233 -1.4533 4.0546 -0.5466
C 5.0521 -1.9538 2.6142 -1.0360
C 6.1102 -1.2445 1.7422 1.7216
N 6.0528 0.2447 1.8638 0.1800
O 4.9696 0.6730 1.1517 -0.4278
C 7.5240 -1.7498 2.1219 -1.8022
C 5.9433 -1.7263 0.2764 -1.4898
C 5.5828 2.3186 3.2433 -1.8275
H 7.5071 -0.1956 4.4509 0.2968
H 8.1263 0.9593 3.2536 0.3535
H 7.3816 1.5072 4.7456 0.4725
H 3.8720 0.3276 3.7609 0.3818
H 4.9442 0.3968 5.1440 0.3389
H 5.9240 -1.7733 4.5864 0.2966
H 4.1809 -1.9138 4.5805 0.4118
H 5.2318 -3.0346 2.6153 0.4008
H 4.0547 -1.8134 2.1778 0.1715
H 8.2970 -1.1854 1.5918 0.3762
H 7.6464 -2.8015 1.8449 0.4401
H 7.7353 -1.7084 3.1870 0.3104
H 4.9394 -1.5411 -0.1172 0.1130
H 6.1046 -2.8064 0.2015 0.4106
H 6.6667 -1.2392 -0.3845 0.4542
H 6.2999 2.8887 2.6454 0.4464
H 5.5997 2.7239 4.2595 0.4427
H 4.5801 2.5183 2.8549 0.3410
C -3.5622 5.7986 1.8429 -1.8138
C -3.4109 4.6497 0.8128 1.8950
C -4.7733 3.9507 0.6107 -1.2579
C -5.1767 3.0583 1.7806 -0.4908
C -4.0657 2.0697 2.1192 -1.2490
C -2.6965 2.7447 2.3480 1.7924
N -2.3392 3.7061 1.2605 0.1735
O -1.9579 2.9726 0.1743 -0.3218
C -2.6945 3.4716 3.7154 -1.7436
C -1.6262 1.6361 2.5339 -1.9676
C -3.0405 5.3875 -0.5019 -1.8463
H -4.2377 5.5578 2.6636 0.3140
H -2.5930 6.0893 2.2594 0.3538
H -3.9867 6.6954 1.3809 0.4815
H -4.7466 3.3365 -0.2980 0.3689
H -5.5584 4.6983 0.4461 0.3347
H -5.4291 3.6617 2.6573 0.3117
H -6.0854 2.5059 1.5209 0.3773
H -4.3547 1.4987 3.0087 0.3792
H -3.9896 1.3399 1.3028 0.3457
H -1.7729 4.0451 3.8526 0.3874
H -2.7503 2.7506 4.5370 0.4478
H -3.5407 4.1374 3.8616 0.2980
H -1.5755 0.9512 1.6821 0.3526
H -1.8547 1.0179 3.4080 0.4178
H -0.6324 2.0680 2.6872 0.4856
H -2.0772 5.8979 -0.4101 0.4484
H -3.7940 6.1406 -0.7514 0.4607
H -2.9892 4.7147 -1.3627 0.2801
```

- 2S+1 = 3
- electronic energy (eV) = -200091.1500
- ⟨S²⟩ = 2.0090
- orbital gap (spin up / spin down) (eV) = 7.283 / 7.280
- E_HOMO (spin up / spin down) (eV) = -8.0 / -8.0

(2)
CH4N4O2 | the ωB97M-V functional and the def2-TZVPD basis

XYZ file:
```
11
Properties=species:S:1:pos:R:3:mulliken_charge:R:1
C -1.9458 1.2020 -0.1632 0.1483
N 2.3092 -1.6921 0.9889 -0.7607
N 1.3935 -1.0323 0.4474 0.4676
N -1.1607 0.3011 -0.8810 0.0279
N 1.1588 0.1787 0.4093 -0.1630
O -1.5864 2.2982 0.2122 -0.4924
O 0.1210 0.4573 -1.0172 -0.3429
H -2.8738 0.6417 -0.1278 0.3048
H 2.0252 -2.6123 0.8249 0.2674
H -1.3037 -0.6625 -1.0477 0.2531
H 1.8625 0.9202 0.3542 0.2898
```

- electronic energy (eV) = -11150.6740
- energy relative to the best compared isomer or geometry (same formula, charge and spin) (eV) = 4.601
- orbital gap (spin up / spin down) (eV) = 8.362 / 8.361
- E_HOMO (spin up / spin down) (eV) = -9.1 / -9.1

(3)
C4H6N2O2 | the ωB97M-V functional and the def2-TZVPD basis

XYZ file:
```
14
Properties=species:S:1:pos:R:3:mulliken_charge:R:1
C -2.6436 -0.0840 -0.0788 -0.9327
C -1.1460 0.1790 0.0426 0.7084
C 1.6978 0.7205 -0.1802 0.0814
C 0.8012 -1.3535 0.3407 -0.1772
H -2.7086 -0.6190 -1.0307 0.2831
H -3.0191 -0.8446 0.6746 0.2580
H -3.1876 0.8393 -0.0660 0.3157
H 2.6509 1.1564 -0.2131 0.4217
H 0.7963 -1.1690 1.4082 0.3684
H 1.0200 -2.3515 0.0392 0.1909
N -0.5534 1.3051 0.2403 -0.3383
N 0.7349 1.5417 0.0179 -0.4329
O 1.8492 -0.6286 -0.1667 -0.3550
O -0.4841 -1.0853 -0.2539 -0.3914
```

- electronic energy (eV) = -11317.8059
- SMILES = CC1=NN=COCO1
- energy relative to the best compared isomer or geometry (same formula, charge and spin) (eV) = 3.236
- orbital gap (eV) = 9.856
- E_HOMO (eV) = -9.2

(4)
C24H33ClN4O5 | the ωB97M-V functional and the def2-TZVPD basis

XYZ file:
```
67
Properties=species:S:1:pos:R:3:mulliken_charge:R:1
C 6.0025 1.2668 -0.2691 -1.3442
C 4.6228 0.6951 -0.1700 0.5571
C 3.5324 1.5474 0.5101 -1.5915
C 2.2974 0.8628 0.6065 1.3454
C 2.4322 -0.2521 1.5542 -1.0726
N 1.0234 -1.0572 1.6695 0.5478
C 0.8625 -2.4965 1.5232 0.4333
O 1.6467 -2.9138 0.7529 -0.6164
C -0.4714 -2.8918 1.8462 -0.6456
H -1.2702 -2.1455 2.1556 0.2285
H -0.3775 -3.4719 2.7291 0.5430
C -1.0130 -3.9815 0.7950 -0.1888
C -1.3220 -3.1826 -0.2166 0.3959
O -2.1265 -2.2718 -0.3827 -0.5954
O -1.0582 -3.8886 -1.4451 -0.4008
C -1.2959 -3.4583 -2.5938 -0.8742
C -0.2721 -2.1840 -2.6229 -0.2634
C -0.6820 -1.0049 -3.1961 0.8774
C 0.0899 0.2017 -3.4060 -1.0471
C 1.4708 -0.2349 -2.9801 -0.1047
C 1.9699 -1.3060 -2.5613 -0.5815
C 0.9354 -2.5786 -2.4586 -0.4840
H 1.1768 -3.3970 -2.0621 0.9379
H 2.8734 -1.7188 -2.1815 0.4300
H 2.2050 0.8629 -3.3086 -0.0112
H -0.1691 1.1175 -3.7052 0.6840
Cl -2.2314 -0.5712 -3.5796 -0.1965
H -1.2785 -4.0489 -3.5127 0.4318
H -2.3135 -3.0878 -2.6583 0.4176
H -0.2870 -4.7599 0.8099 0.3968
H -1.9730 -4.4766 1.3041 0.2670
C 0.0009 -0.0569 2.0634 -0.7599
C -1.0556 0.3819 1.2430 -0.2437
N -0.7688 0.2225 -0.0276 0.6908
H -1.6559 0.1468 -0.6163 0.3831
H -0.3806 -0.5298 -0.4552 -0.6624
N -1.9910 1.3268 1.6361 0.4604
C -2.2385 1.2979 3.1525 0.3218
O -3.0556 2.1952 3.4238 -0.6415
N -1.2170 0.8533 3.7521 0.1225
C -0.1633 0.0771 3.6936 -0.0217
O 0.6075 -0.5267 4.3605 -0.5796
H -1.1634 1.1855 4.8323 0.3654
C -2.9092 1.6704 0.8819 -0.7461
C -2.4407 2.8606 -0.1716 -0.9244
C -3.4879 3.3588 -1.0469 -0.4403
C -4.7661 3.8082 -0.5292 -1.1368
H -4.6158 4.6655 0.2167 0.2631
H -5.3887 3.0989 -0.2611 0.4506
H -5.3520 4.0274 -1.5989 0.2714
H -2.9887 4.0743 -1.8168 0.3276
H -3.6354 2.4408 -1.8575 0.1102
H -2.4595 3.9030 0.6301 0.0885
H -1.5392 2.5501 -0.3236 0.9890
H -3.9152 2.0256 1.5932 0.4465
H -3.5619 0.7377 0.2060 0.1251
H 2.6948 -0.0745 2.4854 0.4526
H 2.9455 -1.2945 1.0785 0.1630
H 1.4973 1.5337 0.8994 0.1422
H 1.8038 0.3590 -0.2163 -0.5012
H 4.0869 1.7419 1.5608 0.2917
H 3.5444 2.3710 0.0810 0.7266
H 4.3307 0.4983 -1.2775 -0.0593
H 4.9210 -0.5243 0.2251 0.0907
H 6.5065 1.4818 0.7702 0.3019
H 5.9831 2.2684 -0.7512 0.3198
H 6.8276 0.6706 -0.7819 0.3368
```

- electronic energy (eV) = -54125.3200
- energy relative to the best compared isomer or geometry (same formula, charge and spin) (eV) = 22.202
- orbital gap (eV) = 7.825
- E_HOMO (eV) = -7.8

(5)
C10H17N4O2P | the ωB97M-V functional and the def2-TZVPD basis

XYZ file:
```
34
Properties=species:S:1:pos:R:3:mulliken_charge:R:1
C 5.3407 -2.6592 -0.3986 -0.7188
C 4.3619 -1.9482 0.7448 0.5132
O 3.5301 -2.7390 1.4731 -0.5192
O 4.3639 -0.5045 1.0649 -0.3004
C 3.8685 0.3085 -0.0578 -0.3958
C 2.9053 1.5774 0.4222 -0.4750
C 1.3522 1.2489 -0.0993 -0.6648
C 0.3547 2.5718 0.0191 -0.4000
C -1.1967 1.9318 0.0316 0.3971
N -2.0074 2.3462 -1.0745 -0.2972
N -3.2010 1.8111 -1.0879 -0.2450
C -3.4496 0.9239 0.0042 0.3862
P -5.2087 0.0734 -0.0536 0.1219
C -5.3229 -1.1456 1.4441 -0.8844
C -5.0616 -1.0699 -1.6242 -0.8346
N -2.6596 0.5407 1.1314 -0.1790
N -1.4654 1.0743 1.1472 -0.3189
H 5.8925 -1.8568 -1.0626 0.2593
H 4.6969 -3.3469 -1.1019 0.2760
H 6.1263 -3.3052 0.1975 0.2838
H 4.8326 0.7977 -0.5618 0.2252
H 3.3495 -0.3488 -0.9081 0.3349
H 3.3074 2.5867 -0.0151 0.3046
H 2.8500 1.5440 1.5978 0.2736
H 0.9977 0.3344 0.5421 0.3096
H 1.4119 0.8654 -1.2242 0.2540
H 0.5643 3.2383 0.9578 0.3202
H 0.5560 3.1954 -0.9789 0.2771
H -5.9600 -0.6250 2.2885 0.2763
H -4.2709 -1.4129 1.8981 0.3043
H -5.8385 -2.1760 1.1614 0.3041
H -4.0855 -0.7528 -2.2311 0.2608
H -6.0004 -0.8788 -2.2963 0.2716
H -4.9339 -2.2004 -1.3498 0.2792
```

- electronic energy (eV) = -29981.0810
- SMILES = CC(=O)OCCCCc1nnc(P(C)C)nn1
- orbital gap (eV) = 7.898
- E_HOMO (eV) = -8.6

(6)
C6H9N3O3 | the ωB97M-V functional and the def2-TZVPD basis

XYZ file:
```
21
Properties=species:S:1:pos:R:3:mulliken_charge:R:1
C -1.6011 0.2229 0.7470 0.3538
C -0.3271 -0.0728 1.7699 -0.5852
C 0.7233 0.5834 0.8416 0.6727
C 1.7024 1.3097 -1.0500 -0.4509
C 2.1616 0.0155 -0.9839 -0.2786
C -1.3342 -0.6350 -0.4698 0.3595
H -2.1329 2.2368 0.6643 0.1613
H -0.8722 2.0101 -0.2180 0.2558
H -2.6530 -0.1116 1.0375 0.3572
H -0.1749 0.2362 3.0913 0.3037
H -0.5282 -1.3626 1.4913 0.2093
H 2.1250 2.0809 -1.6683 0.4210
H 2.8401 -0.6096 -1.7811 0.2895
H 0.6250 -2.0504 0.7252 0.2786
H -2.1316 0.5029 -1.7459 0.4018
N -1.6917 1.4862 0.2356 -0.6702
N 0.9106 1.6297 0.1328 -0.8134
N 1.4959 -0.3901 0.3165 0.4065
O 1.5668 -1.6271 0.5728 -0.5427
O -2.1017 -0.4575 -1.4755 -0.4809
O -0.7214 -1.7349 -0.5373 -0.6486
```

- electronic energy (eV) = -16973.6068
- energy relative to the best compared isomer or geometry (same formula, charge and spin) (eV) = 7.081
- orbital gap (eV) = 9.195
- E_HOMO (eV) = -8.7

Q: electronic energy of number 6 (C6H9N3O3)?
A: -16973.6068 eV

Q: Look up the electronic energy of the fifth one.
A: -29981.0810 eV